[1]
{"formula": "C22H44AlF3O14P", "method": "ωB97M-V/def2-TZVPD", "elements": ["C", "P", "O", "C", "C", "C", "O", "C", "C", "F", "F", "F", "O", "Al", "O", "C", "C", "C", "C", "O", "H", "H", "H", "H", "H", "H", "H", "H", "H", "H", "H", "H", "H", "H", "H", "H", "H", "H", "H", "H", "C", "C", "O", "C", "O", "O", "C", "H", "H", "H", "H", "H", "H", "H", "H", "C", "C", "O", "C", "O", "O", "C", "H", "H", "H", "H", "H", "H", "H", "H", "C", "C", "O", "C", "O", "O", "C", "H", "H", "H", "H", "H", "H", "H", "H"], "xyz": [[3.53650, 0.63468, 4.94119], [1.88409, -0.23196, 4.53928], [2.31196, -1.84928, 3.96375], [0.93764, 0.58790, 3.09946], [1.74139, 1.20831, 1.81494], [2.70112, 2.49509, 2.14148], [2.29521, 3.30363, 3.30109], [3.49319, 4.07193, 3.76288], [2.94076, 4.97425, 5.05655], [4.14994, 5.54080, 5.70145], [2.20224, 3.99141, 5.92931], [1.95692, 6.00598, 4.60100], [0.26916, -0.60221, 2.47509], [-1.11455, -1.03268, 3.73021], [-1.23686, 0.62097, 4.62392], [-0.27153, 1.43135, 3.81523], [-1.09059, 2.41289, 2.78906], [-2.23384, 3.21963, 3.64339], [-3.75752, 2.86696, 3.08003], [-3.93349, 1.37932, 3.02801], [4.10764, 0.91170, 3.95712], [3.31361, 1.59445, 5.60338], [4.16091, -0.12813, 5.61452], [1.60204, -2.50776, 4.28717], [0.99416, 1.47663, 0.92534], [2.45475, 0.35694, 1.37905], [3.84100, 2.25302, 2.25927], [2.62161, 3.21705, 1.19370], [4.28946, 3.32236, 4.23505], [3.95425, 4.75312, 2.92932], [-2.46290, -1.13448, 2.84977], [-0.66074, -2.32741, 4.51818], [0.23583, 2.08824, 4.67296], [-1.54211, 1.74470, 1.93376], [-0.36784, 3.19783, 2.30832], [-2.12632, 3.08416, 4.80331], [-2.09639, 4.38681, 3.43731], [-4.58853, 3.29103, 3.80312], [-3.85772, 3.32307, 2.00548], [-4.73199, 1.13607, 3.61204], [2.87617, -2.61410, -0.25698], [1.75458, -3.14451, 0.62013], [0.83401, -3.93594, -0.14103], [1.25677, -5.18288, -0.46359], [2.33335, -5.67865, -0.16211], [0.29170, -5.77764, -1.20740], [0.65728, -7.06276, -1.70474], [2.46938, -2.07318, -1.11663], [3.52750, -1.94479, 0.31025], [3.48890, -3.42914, -0.65706], [1.18619, -2.30124, 1.02649], [2.14082, -3.71418, 1.47329], [0.98307, -7.72483, -0.89588], [1.44301, -6.95976, -2.45987], [-0.22262, -7.50659, -2.17864], [-3.13101, -3.16469, -6.03208], [-3.84261, -2.25269, -5.04694], [-3.95040, -2.86891, -3.75782], [-2.81487, -2.88739, -3.01763], [-1.73112, -2.42841, -3.35005], [-3.07852, -3.53219, -1.85441], [-1.93370, -3.71557, -1.02479], [-3.62065, -4.14220, -6.07431], [-3.12549, -2.72473, -7.03226], [-2.09294, -3.34347, -5.73170], [-4.86417, -2.07164, -5.39757], [-3.35059, -1.27626, -4.96888], [-1.42548, -2.76521, -0.83178], [-1.24900, -4.43259, -1.48875], [-2.26937, -4.12607, -0.06844], [0.62665, 4.23239, -6.50600], [-0.87581, 4.00762, -6.47931], [-1.18805, 2.63637, -6.20484], [-1.04314, 2.24672, -4.91456], [-0.67977, 2.95393, -3.98531], [-1.34037, 0.92621, -4.83544], [-1.12361, 0.36303, -3.54378], [1.10621, 3.54446, -7.20875], [0.85917, 5.25958, -6.79714], [1.07526, 4.04558, -5.52435], [-1.29125, 4.23528, -7.46667], [-1.37279, 4.66884, -5.76000], [-1.65663, 0.92489, -2.76988], [-0.05106, 0.32986, -3.32758], [-1.50743, -0.66089, -3.55079]], "mulliken_charge": [-0.6306, -0.0283, -0.5320, 0.3764, -0.2718, -0.7392, -0.0460, -0.6516, 0.7509, -0.2529, -0.2260, -0.2422, -1.0170, 1.5548, -0.7144, 0.4125, -0.3087, -0.5607, -0.4791, -0.4535, 0.1550, 0.1247, 0.3584, 0.2959, 0.2384, -0.1548, 0.4916, 0.2400, 0.2896, 0.3010, -0.4683, -0.5574, 0.0408, 0.2518, 0.0890, 0.3086, 0.2857, 0.3383, 0.1839, 0.2750, -1.2914, 0.2905, -0.1353, 0.5352, -0.6017, -0.3113, -0.7791, 0.2494, 0.3536, 0.4229, -0.0532, 0.2793, 0.2869, 0.3052, 0.2625, -1.1501, 0.0843, -0.4204, 0.8595, -0.7344, -0.4023, -0.4300, 0.3154, 0.3812, 0.2948, 0.3231, 0.0567, 0.2629, 0.3525, 0.3298, -1.0939, -0.1434, -0.3485, 0.7036, -0.5677, -0.2248, -0.5263, 0.2847, 0.3526, 0.3124, 0.2787, 0.3047, 0.3497, 0.3008, 0.0533], "charge": -1}



[2]
{"formula": "C22H44BF7N4O5PS", "method": "ωB97M-V/def2-TZVPD", "elements": ["C", "C", "C", "C", "P", "O", "O", "C", "C", "F", "F", "C", "F", "F", "C", "F", "F", "F", "N", "C", "S", "C", "C", "C", "N", "B", "O", "C", "C", "H", "H", "H", "H", "H", "H", "H", "H", "H", "H", "H", "H", "H", "H", "H", "H", "H", "H", "H", "H", "H", "H", "C", "C", "C", "O", "C", "N", "H", "H", "H", "H", "H", "H", "H", "H", "H", "H", "H", "C", "C", "C", "O", "C", "N", "H", "H", "H", "H", "H", "H", "H", "H", "H", "H", "H"], "xyz": [[2.68697, -6.59400, 3.77234], [2.79341, -5.30671, 4.10403], [1.98141, -4.23652, 3.43426], [1.04369, -3.26729, 4.23205], [1.36078, -3.00351, 6.13123], [-0.14074, -2.67258, 6.65032], [1.58950, -4.55627, 6.55366], [1.04926, -2.07581, 3.34063], [0.04947, -0.91882, 3.51296], [-0.63773, -0.68587, 2.39724], [-0.83305, -1.33475, 4.43002], [0.71830, 0.40162, 4.07713], [2.02971, 0.16916, 4.28156], [0.16860, 0.67030, 5.25643], [0.55805, 1.68968, 3.20874], [-0.65984, 2.18691, 3.36433], [1.45126, 2.58098, 3.64307], [0.80111, 1.45519, 1.91620], [1.96925, -2.12375, 2.44263], [2.31000, -1.16656, 1.38282], [1.14741, -1.03251, -0.01677], [0.32906, -2.65006, -0.16572], [-1.20570, -2.53330, -0.11767], [2.87761, -3.31609, 2.56530], [3.22284, -3.97289, 1.32164], [4.18070, -2.81871, 3.41930], [3.87441, -2.34651, 4.65393], [5.63712, -2.87296, 2.86457], [6.11027, -1.47234, 2.38663], [1.72828, -7.04116, 3.52505], [3.56264, -7.23104, 3.78443], [3.47428, -5.01859, 4.90084], [1.28737, -4.77938, 2.78062], [0.02722, -3.68008, 4.15517], [-0.86637, -3.04098, 6.12986], [1.02782, -5.20251, 6.10333], [2.43639, -0.17555, 1.81420], [3.27576, -1.47230, 0.98753], [0.65302, -3.12158, -1.09206], [0.67435, -3.29357, 0.64361], [-1.62617, -3.19019, 0.64377], [-1.63490, -2.82499, -1.07507], [-1.52405, -1.50996, 0.07064], [2.89328, -4.93211, 1.32438], [2.84580, -3.53261, 0.49094], [4.60439, -1.86796, 5.06545], [5.68945, -3.56033, 2.02139], [6.30818, -3.23198, 3.64996], [6.51686, -0.89781, 3.21963], [5.32205, -0.89476, 1.90024], [6.92450, -1.58738, 1.67264], [-0.82409, 2.28029, -4.99381], [-1.50554, 0.96166, -4.64434], [-2.14823, 0.93776, -3.25268], [-1.24045, 0.81853, -2.16914], [-0.57996, 2.01414, -1.80057], [-0.54900, -0.13314, -4.83516], [0.15688, 2.37071, -4.52659], [-0.67026, 2.34457, -6.07002], [-1.43518, 3.13388, -4.69301], [-2.32068, 0.81532, -5.35914], [-2.78356, 0.05027, -3.18935], [-2.79806, 1.81046, -3.10408], [-1.22358, 2.89171, -1.90919], [0.32985, 2.15786, -2.38795], [-0.28941, 1.92155, -0.75322], [-1.02634, -1.02452, -4.73800], [0.11371, -0.10897, -4.06472], [-5.70593, 7.09762, -4.36923], [-5.70808, 5.57591, -4.48193], [-4.30915, 4.94686, -4.49404], [-3.59124, 5.08567, -5.70285], [-2.97455, 6.34390, -5.90272], [-6.50577, 5.18996, -5.64716], [-5.48251, 7.57226, -5.32427], [-6.69041, 7.44694, -4.06060], [-4.97813, 7.44314, -3.63238], [-6.21170, 5.18195, -3.59320], [-4.42694, 3.86744, -4.35642], [-3.70674, 5.31695, -3.65112], [-2.60814, 6.76298, -4.96029], [-3.65013, 7.05771, -6.37849], [-2.12827, 6.18644, -6.57052], [-6.62829, 4.18197, -5.66018], [-5.96333, 5.39099, -6.48297]], "mulliken_charge": [-0.9483, -0.9214, -0.3137, -0.2185, 0.4296, -0.4737, -0.5148, -0.2853, 0.0759, -0.1370, -0.3608, 0.5710, -0.2702, -0.2689, 0.5335, -0.2406, -0.2519, -0.1498, 0.7890, -1.2310, -0.0253, 0.5069, -1.3112, -0.5979, -0.2758, 0.6708, -0.4938, -0.4105, -1.0415, 0.2670, 0.3193, 0.4214, 0.6189, 0.9344, 0.3751, 0.3464, 0.3137, 0.9179, 0.6611, -0.5339, 0.3405, 0.3701, 0.2868, 0.3812, 0.2741, 0.2608, 0.3238, 0.3809, 0.3630, 0.1815, 0.3414, -1.3849, 0.4274, -0.8287, -0.1753, -0.4441, -0.7315, 0.2858, 0.3801, 0.2678, 0.4529, 0.3274, 0.3549, 0.3557, 0.2711, -0.0965, 0.2716, 0.2848, -1.4165, 0.2627, -0.4328, -0.3879, -0.7276, -0.7105, 0.2946, 0.3507, 0.3399, 0.4114, 0.1659, 0.4151, 0.3381, 0.2507, 0.2645, 0.2730, 0.3096], "charge": 1}



[3]
{"formula": "C22H44Br2F3N4O7", "method": "ωB97M-V/def2-TZVPD", "elements": ["C", "C", "O", "C", "O", "C", "C", "C", "N", "C", "C", "C", "F", "Br", "C", "F", "F", "Br", "O", "C", "C", "C", "O", "H", "H", "H", "H", "H", "H", "H", "H", "H", "H", "H", "H", "H", "H", "H", "H", "H", "H", "H", "H", "H", "H", "H", "C", "C", "O", "N", "C", "H", "H", "H", "H", "H", "H", "H", "C", "C", "O", "N", "C", "H", "H", "H", "H", "H", "H", "H", "C", "C", "O", "N", "C", "H", "H", "H", "H", "H", "H", "H"], "xyz": [[6.22398, 1.03253, 0.92459], [5.84859, 0.46945, -0.43199], [6.36820, -0.86016, -0.52679], [5.60104, -1.74030, -1.22696], [6.00636, -2.27356, -2.23962], [4.24409, -2.09060, -0.63350], [3.21569, -2.44300, -1.70639], [2.38012, -1.28152, -2.18810], [1.53631, -0.67186, -1.09681], [0.97081, 0.62654, -1.59328], [-0.30284, 1.09780, -0.92699], [-0.12121, 1.95492, 0.32999], [-0.05875, 3.25304, -0.08925], [1.52895, 1.60064, 1.30384], [-1.32822, 1.91180, 1.30999], [-1.00342, 2.56730, 2.45011], [-2.33535, 2.58268, 0.71922], [-1.89662, 0.13397, 1.81460], [0.55492, -1.59586, -0.74887], [0.74423, -2.14072, 0.58032], [0.20898, -3.55624, 0.61807], [0.64126, -4.16966, 1.93417], [-1.20590, -3.58606, 0.56675], [6.14252, 2.11147, 0.94516], [5.61158, 0.58322, 1.70225], [7.23832, 0.70463, 1.12379], [6.30277, 1.09159, -1.19940], [4.76963, 0.49512, -0.59735], [3.93843, -1.28788, 0.03865], [4.39549, -2.96002, 0.00122], [2.58536, -3.24396, -1.33487], [3.72288, -2.85108, -2.57503], [1.65501, -1.66343, -2.89989], [2.95536, -0.50900, -2.68843], [2.17063, -0.45560, -0.31997], [0.78309, 0.51152, -2.65472], [1.75255, 1.37248, -1.50191], [-1.01659, 0.30236, -0.75351], [-0.77988, 1.75512, -1.65144], [0.20539, -1.56996, 1.32993], [1.79532, -2.17796, 0.86165], [0.61615, -4.14527, -0.20763], [0.14616, -5.11160, 2.09900], [1.70744, -4.37611, 1.94011], [0.39475, -3.49050, 2.74432], [-1.49987, -3.09210, -0.20134], [-1.01083, 7.41110, -3.79271], [0.16236, 6.80771, -3.06024], [1.30055, 6.86122, -3.49396], [-0.09152, 6.18278, -1.87754], [-1.36246, 6.00345, -1.20136], [-0.64764, 7.86530, -4.70870], [-1.74219, 6.64219, -4.04577], [-1.48950, 8.18020, -3.18557], [0.73449, 5.80483, -1.44323], [-1.32065, 6.46013, -0.20997], [-1.55756, 4.93694, -1.08998], [-2.17707, 6.44828, -1.76103], [-2.25652, -5.19360, 4.12802], [-1.03825, -5.78055, 4.80609], [0.07078, -5.78031, 4.28399], [-1.21336, -6.31994, 6.03488], [-2.43636, -6.41700, 6.81335], [-1.97192, -4.80141, 3.15685], [-3.01878, -5.95900, 3.98226], [-2.67131, -4.38046, 4.72481], [-0.36638, -6.69475, 6.43237], [-2.31218, -5.89402, 7.76226], [-2.65816, -7.46398, 7.02219], [-3.27303, -5.98128, 6.27944], [-4.54978, 3.21532, -1.25976], [-4.18453, 2.91183, -2.69272], [-3.20568, 3.41825, -3.22462], [-4.97526, 2.04783, -3.37536], [-6.16603, 1.35652, -2.91110], [-3.82416, 3.91791, -0.86371], [-5.54131, 3.66276, -1.19065], [-4.52057, 2.30459, -0.66083], [-4.67342, 1.89128, -4.32415], [-6.02051, 0.27786, -2.98522], [-7.01898, 1.63261, -3.53157], [-6.38605, 1.61125, -1.88049]], "mulliken_charge": [-1.3011, 0.2533, -0.3180, 0.2123, -0.5422, -0.4330, -0.4545, -0.8794, 0.4674, -1.2250, -0.8914, 0.4172, -0.2026, -0.0196, 0.5771, -0.2242, -0.1561, -0.0873, -0.3164, 0.0656, 0.6277, -1.7139, -0.5029, 0.3760, 0.3004, 0.3522, 0.4024, -0.1076, 0.3723, 0.3369, 0.0901, 0.5835, 0.4466, 0.4692, 0.3175, 0.5716, 0.4272, 0.4267, 0.3585, 0.0017, 0.0659, 0.2516, 0.4610, 0.4021, 0.3361, 0.3489, -1.1516, 0.7653, -0.6542, -0.1218, -0.5140, 0.2935, 0.2992, 0.3551, 0.1703, 0.2784, -0.0546, 0.3343, -0.9980, 0.8567, -0.6400, -0.2115, -0.8533, -0.0022, 0.3758, 0.3508, 0.2403, 0.2870, 0.2887, 0.3246, -1.0866, 0.7877, -0.6555, -0.1805, -0.8384, 0.0222, 0.4896, 0.3626, 0.2449, 0.2780, 0.2894, 0.3237], "charge": 1}



no.,Kohn-Sham gap (eV)
1,7.0
2,6.0
3,8.3